{"formula": "C38H50AsN5O8P2S2Ti", "method": "the ωB97M-V functional and the def2-TZVPD basis", "elements": ["Ti", "C", "N", "C", "P", "O", "O", "P", "O", "N", "C", "C", "N", "C", "C", "N", "C", "C", "H", "H", "H", "H", "H", "H", "H", "H", "H", "H", "H", "H", "H", "H", "H", "H", "H", "H", "H", "H", "H", "H", "H", "H", "O", "S", "O", "O", "O", "O", "As", "C", "C", "C", "C", "C", "C", "C", "C", "C", "C", "C", "C", "C", "C", "C", "C", "C", "C", "H", "H", "H", "H", "H", "H", "H", "H", "H", "H", "H", "H", "H", "H", "H", "N", "S", "C", "C", "C", "C", "C", "C", "C", "C", "C", "C", "C", "C", "H", "H", "H", "H", "H", "H", "H", "H", "H", "H", "H"], "xyz": [[0.3953, 0.4198, 0.4835], [-2.9305, -0.9594, 2.9715], [-2.0564, -0.7174, 4.1210], [-2.4620, -1.3916, 5.3422], [-0.4665, -0.5084, 3.7732], [-0.2919, 0.3983, 2.6318], [0.0769, -2.0441, 3.4581], [0.4082, -2.6308, 2.0210], [0.1468, -1.6722, 0.9113], [1.9366, -3.1965, 2.0993], [2.6650, -3.2811, 3.3651], [2.8203, -3.0660, 0.9351], [-0.6450, -3.9183, 1.8972], [-0.7631, -4.7696, 3.0834], [-0.3717, -4.7345, 0.7077], [0.3542, -0.1047, 5.1151], [0.9267, -1.0918, 6.0171], [1.0829, 1.1734, 5.0911], [-3.9475, -0.6699, 3.2393], [-2.9339, -2.0181, 2.6798], [-2.6018, -0.3591, 2.1233], [-3.5028, -1.1435, 5.5543], [-1.8561, -1.0488, 6.1786], [-2.3845, -2.4842, 5.2658], [1.9946, -3.5262, 4.1871], [3.1698, -2.3354, 3.5736], [3.4018, -4.0819, 3.2814], [2.2444, -2.8726, 0.0326], [3.3782, -3.9974, 0.8108], [3.5040, -2.2280, 1.0641], [-0.9938, -4.1720, 3.9615], [0.1551, -5.3424, 3.2663], [-1.5794, -5.4742, 2.9220], [-0.2047, -4.0999, -0.1629], [-1.2334, -5.3741, 0.5114], [0.5131, -5.3654, 0.8543], [0.3731, -2.0289, 5.9820], [0.8896, -0.7114, 7.0399], [1.9696, -1.2934, 5.7552], [0.6909, 1.8193, 4.3108], [2.1364, 0.9955, 4.8678], [0.9777, 1.6636, 6.0605], [4.1107, 1.3075, 1.6126], [2.8101, 0.6962, 1.5701], [2.5344, -0.2344, 2.6758], [1.6719, 1.7318, 1.5288], [2.5438, -0.0196, 0.2566], [-1.0822, 1.0419, 0.2855], [0.7871, 2.6500, -1.1287], [2.3676, 3.1742, -2.1029], [2.3712, 4.1709, -3.0807], [3.5431, 4.4773, -3.7545], [4.7141, 3.7914, -3.4526], [4.7147, 2.8035, -2.4814], [3.5423, 2.4878, -1.8036], [0.2840, 4.2427, -0.1304], [0.9231, 5.4651, -0.3101], [0.5567, 6.5659, 0.4522], [-0.4443, 6.4522, 1.4047], [-1.0700, 5.2304, 1.6021], [-0.7042, 4.1249, 0.8459], [-0.5499, 2.6340, -2.5543], [-1.8950, 2.8378, -2.2458], [-2.8720, 2.6668, -3.2180], [-2.5214, 2.2747, -4.5028], [-1.1883, 2.0523, -4.8147], [-0.2088, 2.2301, -3.8445], [1.4555, 4.7013, -3.3145], [3.5481, 5.2511, -4.5122], [5.6300, 4.0330, -3.9777], [5.6296, 2.2757, -2.2447], [3.5363, 1.7137, -1.0448], [1.7198, 5.5643, -1.0356], [1.0627, 7.5120, 0.3054], [-0.7260, 7.3110, 2.0011], [-1.8382, 5.1293, 2.3589], [-1.1662, 3.1628, 1.0270], [-2.1781, 3.1169, -1.2403], [-3.9118, 2.8381, -2.9675], [-3.2844, 2.1465, -5.2610], [-0.9087, 1.7436, -5.8149], [0.8313, 2.0583, -4.0961], [0.2038, -0.3547, -1.5624], [-0.2992, -1.8208, -1.8898], [-2.0848, -1.7649, -1.8146], [-2.7173, -2.4432, -0.7855], [-4.0903, -2.2971, -0.6232], [-4.8038, -1.4679, -1.4744], [-4.1532, -0.7724, -2.4876], [-2.7881, -0.9180, -2.6623], [-0.0975, -2.0822, -3.6500], [-0.6003, -3.2469, -4.2144], [-0.4088, -3.4769, -5.5666], [0.2859, -2.5500, -6.3366], [0.7928, -1.3982, -5.7567], [0.6066, -1.1587, -4.4001], [-0.4232, 0.3037, -2.0269], [-2.1423, -3.0459, -0.0915], [-4.5953, -2.8208, 0.1780], [-5.8714, -1.3500, -1.3405], [-4.7052, -0.1068, -3.1386], [-2.2772, -0.3630, -3.4424], [-1.1458, -3.9591, -3.6054], [-0.7991, -4.3774, -6.0217], [0.4355, -2.7334, -7.3926], [1.3412, -0.6839, -6.3568], [1.0127, -0.2811, -3.9135]], "gap_ev": 8.17, "de_lowest_kcal_mol": 0.0, "lumo_ha": 0.0119, "total_energy_ha": -6918.35369, "spin_multiplicity": 1, "e_homo_ev": -7.8}